No. 1
Formula: C13H9N6O4Zr
Source: the Open Molecules 2025 dataset
Level of theory: ωB97M-V/def2-TZVPD

Positions of all 33 atoms, in Å:
Zr 0.1783 0.3727 -0.7561
O 2.9476 1.7620 2.1570
C 2.3149 1.1127 1.2641
O 1.3379 1.5762 0.6052
C 2.7353 -0.2782 0.9722
C 3.8081 -0.9790 1.4790
C 4.0335 -2.2678 0.9665
C 3.2087 -2.7872 -0.0254
C 2.1547 -1.9967 -0.4718
N 1.9227 -0.7935 0.0346
C 1.1853 -2.3594 -1.5692
O 1.0827 -3.3561 -2.1652
O 0.3265 -1.2286 -1.7778
H 2.6497 2.6880 2.2718
H 4.4642 -0.5552 2.2289
H 4.8698 -2.8484 1.3368
H 3.3781 -3.7670 -0.4556
N -2.8811 -1.0050 1.9828
C -1.6068 -1.1041 1.6750
N -1.3523 -0.2551 0.6617
C -2.5905 0.3311 0.4190
N -3.5219 -0.1054 1.2066
C -2.7739 1.3057 -0.6593
C -3.9864 1.9189 -0.9328
N -4.1073 2.7784 -1.9394
C -3.0394 3.0323 -2.6775
C -1.8068 2.4310 -2.4217
N -1.6729 1.5652 -1.4057
H -3.3971 -1.5102 2.6992
H -0.9125 -1.7667 2.1684
H -4.8647 1.7100 -0.3329
H -3.1431 3.7287 -3.5015
H -0.9417 2.6506 -3.0371

Its HOMO energy is -19.6 eV. The frontier orbital gap comes out at 7.3 eV. Its total charge is +3.

***

No. 2
Formula: C33H44AlCl48I2N2O2
Source: the Open Molecules 2025 dataset
Level of theory: ωB97M-V/def2-TZVPD

Positions of all 132 atoms, in Å:
C 2.5233 -4.3730 1.5375
C 2.1656 -3.2845 2.6403
I 2.1895 -4.2368 4.6397
C 3.2791 -2.1302 2.6158
I 3.4432 -1.3748 4.6791
Al 2.4530 -0.5965 1.4891
C 3.8217 0.4953 0.4718
C 5.2321 0.5804 1.2375
C 6.3839 -0.2187 0.5230
N 6.5860 0.1593 -0.9073
C 1.2023 -1.4306 0.0705
C 0.3344 -0.2477 -0.5549
C -1.2124 -0.4975 -0.4482
C -1.8169 -0.2509 0.9856
N -2.2407 -1.5172 1.6731
O 1.3417 0.3612 2.6519
C 1.8182 1.5620 3.0102
O 2.9790 1.8605 3.1899
C 0.7231 2.6701 3.3086
C 0.2767 3.6848 2.3753
C -0.7884 4.6094 2.8268
C -1.3774 4.4803 4.1676
C -0.9034 3.4625 5.1216
C 0.1391 2.5719 4.6574
H 1.6960 -4.4057 0.7744
H 3.5098 -4.0932 1.0964
H 2.6076 -5.3655 2.0394
H 1.1353 -2.8683 2.5297
H 4.2735 -2.4739 2.2435
H 4.0314 -0.0644 -0.4895
H 3.4958 1.5307 0.1846
H 5.1610 0.1751 2.2872
H 5.5408 1.6662 1.2332
H 7.3480 0.0611 1.0566
H 6.3077 -1.3348 0.6280
H 6.7619 1.1628 -0.9832
H 7.4572 -0.3073 -1.1855
H 1.8489 -1.8515 -0.7473
H 0.5347 -2.1976 0.5450
H 0.5701 0.7621 -0.1259
H 0.5668 -0.1853 -1.6598
H -1.7418 0.2229 -1.1353
H -1.5160 -1.5261 -0.7726
H -2.7673 0.3462 0.8596
H -1.1494 0.3510 1.6565
H -2.8747 -1.2522 2.4341
H -1.3741 -1.9140 2.0445
H 0.7148 3.7689 1.3392
H -1.1595 5.3788 2.1187
H -2.1862 5.1553 4.4975
H -1.3284 3.3483 6.1391
H 0.5054 1.7705 5.3479
C 6.3786 3.6788 -2.8327
Cl 6.7726 4.0114 -1.1392
Cl 4.6625 3.3029 -3.0104
Cl 6.8272 5.0556 -3.8548
H 6.9521 2.8135 -3.1559
C 3.4546 6.4115 -0.7325
Cl 4.5576 6.3735 -2.1108
Cl 2.2980 7.7423 -0.8888
Cl 2.6090 4.8681 -0.5797
H 4.0395 6.5721 0.1676
C -5.1614 4.5151 2.9971
Cl -3.4198 4.2919 2.7444
Cl -5.6346 6.1883 2.6605
Cl -6.0852 3.3946 1.9884
H -5.3844 4.3009 4.0377
C -4.0544 2.3543 -2.7382
Cl -3.0379 3.6317 -3.4198
Cl -3.1973 0.8149 -2.7140
Cl -4.5691 2.7641 -1.1034
H -4.9363 2.2510 -3.3624
C 9.3055 2.8404 -5.5355
Cl 10.5612 1.9113 -6.3611
Cl 8.1687 1.7583 -4.7166
Cl 10.0260 3.9759 -4.3881
H 8.7572 3.4111 -6.2810
C 5.7681 -0.6264 8.3296
Cl 6.5002 -1.6904 7.1265
Cl 6.6989 0.8707 8.4842
Cl 4.0871 -0.2732 7.9150
H 5.7823 -1.1357 9.2874
C -1.7616 -4.9264 -1.5210
Cl -1.3803 -4.5108 0.1500
Cl -3.4816 -5.3160 -1.6872
Cl -1.3170 -3.6111 -2.6152
H -1.1857 -5.8041 -1.7937
C -8.5354 1.6200 -1.7294
Cl -7.2743 0.7123 -2.5738
Cl -9.6334 0.5170 -0.8910
Cl -7.8211 2.7687 -0.5938
H -9.1061 2.1765 -2.4641
C -0.1488 10.9762 0.5205
Cl -0.1479 10.0161 -0.9620
Cl -0.5881 12.6545 0.1759
Cl -1.2490 10.2783 1.7133
H 0.8545 10.9647 0.9342
C -4.5012 -5.5535 2.4517
Cl -3.5286 -4.0932 2.2786
Cl -3.5287 -6.9961 2.1158
Cl -5.2049 -5.6467 4.0731
H -5.3106 -5.5121 1.7297
C -3.7901 -5.8201 7.8140
Cl -3.0558 -6.9143 6.6387
Cl -2.8937 -4.3004 7.8928
Cl -5.4897 -5.5204 7.4173
H -3.7478 -6.2919 8.7901
C -2.4725 -9.2710 -2.4985
Cl -1.4190 -8.0675 -3.2500
Cl -1.6577 -10.8382 -2.4118
Cl -2.9795 -8.7447 -0.8900
H -3.3584 -9.3805 -3.1157
C 9.4384 5.5655 -9.1312
Cl 9.1379 4.1753 -10.1791
Cl 8.7232 5.3071 -7.5349
Cl 11.1716 5.8767 -8.9919
H 8.9697 6.4367 -9.5770
C -11.2787 -0.4723 -4.3583
Cl -10.3403 1.0155 -4.5298
Cl -10.3016 -1.8764 -4.7956
Cl -11.9049 -0.6409 -2.7127
H -12.1227 -0.4183 -5.0381
C -0.5492 -8.4857 -7.5120
Cl 0.7075 -9.4697 -8.2717
Cl -1.6884 -9.5087 -6.6276
Cl 0.1697 -7.2798 -6.4398
H -1.0940 -7.9657 -8.2932
C -9.7444 -3.1556 -0.9875
Cl -10.0354 -4.5510 -2.0346
Cl -10.4258 -3.4329 0.6206
Cl -8.0192 -2.8054 -0.8811
H -10.2398 -2.2944 -1.4233

Its HOMO energy is -4.7 eV. The frontier orbital gap comes out at 6.0 eV. Its total charge is -1. The relative energy (zero: lowest compared OMol25 entry of this formula, charge and spin) comes out at 0.000 eV.

***

No. 3
Formula: C43H53AlN6O3P2S2Si2
Source: the Open Molecules 2025 dataset
Level of theory: ωB97M-V/def2-TZVPD

Positions of all 112 atoms, in Å:
Al 0.2687 -0.0109 -0.3601
C -2.7269 -0.1084 -3.6997
Si -2.2308 1.1264 -2.3623
C -3.7902 2.1571 -1.9230
C -0.9632 2.1637 -3.3044
N -1.4564 0.4707 -0.9758
P -2.1481 -0.4270 0.2591
C -0.9058 -1.2159 1.0113
P 0.3799 -0.8105 2.0583
N 1.1523 0.4436 1.3334
Si 2.3807 1.5308 2.0306
C 3.3223 2.5667 0.7321
C 1.6293 2.8056 3.1865
C 3.7579 0.5340 2.8860
C 1.5211 -2.1987 2.0751
C 2.4693 -2.3072 0.9263
C 3.4190 -3.5314 0.9156
C 3.3532 -4.4617 2.0876
C 2.3673 -4.3135 2.9422
C 1.4391 -3.1997 2.9263
C -0.1737 -0.6898 3.7801
C -1.5178 -0.8540 4.0542
C -1.9581 -0.9015 5.3718
C -1.0316 -0.8181 6.4203
C 0.3258 -0.7843 6.1258
C 0.7353 -0.6477 4.8063
C -3.3206 -1.6735 -0.2295
C -2.9260 -3.0092 -0.1446
C -3.7499 -4.0194 -0.5882
C -5.0568 -3.7297 -0.9543
C -5.4150 -2.4034 -1.1498
C -4.5674 -1.3777 -0.7601
C -2.9926 0.9022 1.2020
C -4.2317 0.7059 1.7811
C -4.8400 1.7526 2.3969
C -4.2169 2.9697 2.5218
C -2.9055 3.1758 2.0316
C -2.3510 2.1209 1.3193
H -3.3337 0.3294 -4.4757
H -1.7700 -0.5254 -4.1843
H -3.2269 -0.9765 -3.3227
H -4.4566 2.1665 -2.7205
H -4.3586 1.7376 -1.0877
H -3.5218 3.1669 -1.6039
H -1.5780 2.4347 -4.1945
H -0.6922 3.1203 -2.9121
H -0.1067 1.6427 -3.6129
H 2.7127 3.3081 0.2279
H 3.9757 3.1524 1.3987
H 3.9219 2.0175 0.0067
H 0.6034 2.4822 3.1659
H 2.0402 2.6362 4.1570
H 1.7557 3.8105 2.8107
H 4.7452 1.0056 2.8072
H 3.4563 0.3744 3.9752
H 3.7780 -0.4487 2.4624
H 2.9208 -1.3480 0.7069
H 4.4641 -3.2490 0.7138
H 4.0902 -5.2189 2.2749
H 2.3165 -4.8758 3.8234
H 0.6504 -3.3086 3.6416
H -2.2487 -0.9403 3.2450
H -2.9771 -1.1576 5.5554
H -1.3452 -0.9267 7.4755
H 0.9646 -0.8429 6.9586
H 1.8007 -0.6485 4.5537
H -1.8878 -3.2175 0.1287
H -3.4402 -5.0512 -0.5216
H -5.7680 -4.5151 -1.1958
H -6.4423 -2.1687 -1.5269
H -4.9005 -0.3417 -0.7595
H -4.7294 -0.2524 1.7036
H -5.8480 1.6196 2.7186
H -4.6402 3.7881 3.0214
H -2.3415 4.0709 2.2038
H -1.4179 2.2277 0.8134
N 1.4666 -4.6750 -6.3378
C 1.5329 -4.1878 -5.0456
C 0.3560 -3.8827 -4.3313
C 0.4288 -3.5717 -2.9851
C 1.6490 -3.5644 -2.3469
C 2.8282 -3.7698 -3.0422
C 2.7430 -4.1516 -4.3312
S 1.6627 -3.0082 -0.6518
O 2.9782 -4.1159 -0.3547
O 0.4511 -3.6344 -0.2044
N 1.3053 -1.3768 -1.2625
C 2.1325 -0.4939 -1.7837
N 3.2903 -0.7437 -2.4161
C 3.9014 0.2791 -2.9595
C 3.3454 1.5472 -3.0842
C 2.1607 1.7547 -2.3329
N 1.5953 0.7614 -1.6389
H 0.5733 -4.6924 -6.8206
H 2.2383 -5.1777 -6.7003
H -0.6417 -3.7496 -4.7566
H -0.4602 -3.2634 -2.4117
H 3.7551 -3.7789 -2.5205
H 3.6484 -4.4117 -4.8869
H 4.8883 0.0638 -3.3861
H 3.8866 2.3983 -3.4598
H 1.7421 2.7493 -2.2590
C 0.3703 7.0573 0.5490
S 1.5690 6.2044 -0.4259
C 1.6895 7.3084 -1.8164
O 0.9709 4.9302 -1.0191
H 0.8082 8.0645 0.7380
H 0.3105 6.4899 1.4530
H -0.5644 7.1825 0.0160
H 2.0946 8.2462 -1.5111
H 0.7301 7.3911 -2.3415
H 2.3536 6.8112 -2.4930

Its HOMO energy is -6.8 eV. The frontier orbital gap comes out at 7.2 eV. Its total charge is 0. The relative energy (zero: lowest compared OMol25 entry of this formula, charge and spin) comes out at 4.801 eV.